1.
Computed, not measured: a single C4Cl2 molecule, with ωB97M-V/def2-TZVPD.

The HOMO-LUMO gap is 7.965 eV. Its highest occupied orbital energy is -9.83 eV. Its charge is 0.

Element x y z (Å)
Cl: -3.67977 0.33041 -0.38832
C: -1.75074 0.39794 -0.35486
C: -0.53760 0.37074 -0.03505
C: 0.75208 0.06031 -0.01354
C: 1.83639 -0.55078 -0.17258
Cl: 3.37963 -0.60861 0.96435

2.
Computed, not measured: a molecular structure, C31H56BeClN3O11P, with ωB97M-V/def2-TZVPD.

The HOMO-LUMO gap (spin up / spin down) is 3.182 / 4.435 eV. As for the multiplicity: 2. Its highest occupied orbital energy (spin up / spin down) is -7.92 / -7.92 eV. Its charge is 0.

Element x y z (Å)
C: 0.31416 0.81595 5.78479
C: -0.93490 1.53318 5.28555
O: -0.64905 2.13175 4.03550
C: -1.68514 2.09109 3.07801
C: -1.12474 2.05321 1.63617
C: 0.39525 1.94409 1.57375
C: 0.82088 0.49266 1.89002
C: 0.98453 -0.30527 0.59233
C: 0.82745 -1.83680 0.67891
C: 0.60617 -2.36633 -0.76024
C: 1.73868 -2.03813 -1.75274
P: 2.45233 -3.52654 -2.49029
O: 2.28570 -4.72142 -1.65956
O: 1.82657 -3.77201 -3.94165
C: 1.38354 -2.71124 -4.79598
C: 1.59356 -3.11295 -6.23837
O: 4.01554 -3.22882 -2.66361
C: 4.44799 -2.23704 -3.60896
C: 5.90998 -1.94016 -3.37616
C: -0.46014 -2.19649 1.44956
C: -0.28356 -2.74812 2.87910
C: -0.40677 -4.28025 2.83266
C: -1.43871 -2.19845 3.74463
N: 0.99727 -2.32404 3.51588
O: 1.09556 -2.74278 4.72295
C: 2.26151 -2.60018 2.75884
C: 2.90335 -3.93708 3.16074
C: 3.26955 -1.48658 3.15232
C: 2.06576 -2.57153 1.22523
H: 0.38387 -0.19671 5.39029
H: 0.35459 0.79886 6.87334
H: 1.18367 1.36761 5.42348
H: -1.77424 0.83462 5.20687
H: -1.20998 2.30587 6.01407
H: -2.32548 2.97688 3.18958
H: -2.34300 1.22901 3.23978
H: -1.52004 1.16315 1.14401
H: -1.49694 2.91066 1.07247
H: 0.73816 2.18442 0.56283
H: 0.89209 2.63737 2.24898
H: 1.73997 0.53701 2.46814
H: 0.04354 0.06813 2.52406
H: 1.94530 -0.02307 0.14865
H: 0.21228 0.05828 -0.09668
H: -0.35985 -2.01546 -1.13055
H: 0.52804 -3.45112 -0.67037
H: 2.57104 -1.50832 -1.28776
H: 1.36114 -1.35095 -2.51152
H: 0.31876 -2.53753 -4.62233
H: 1.90198 -1.76986 -4.60843
H: 0.98925 -3.98057 -6.49772
H: 1.31919 -2.28988 -6.89912
H: 2.63738 -3.36207 -6.43216
H: 4.30366 -2.63151 -4.61662
H: 3.86286 -1.32181 -3.47457
H: 6.53067 -2.80102 -3.61743
H: 6.10964 -1.57405 -2.37153
H: 6.18955 -1.14453 -4.07191
H: -1.10164 -1.31701 1.43534
H: -0.97593 -2.97993 0.89123
H: -0.08280 -4.73864 3.76509
H: 0.19282 -4.68912 2.01511
H: -1.44092 -4.53671 2.61123
H: -1.78290 -1.23174 3.37141
H: -1.12759 -2.05872 4.77753
H: -2.29888 -2.86481 3.71244
H: 2.17509 -4.71918 3.36222
H: 3.49174 -3.81253 4.06819
H: 3.57617 -4.25258 2.36375
H: 4.25722 -1.92515 3.30025
H: 2.97983 -1.05427 4.10980
H: 3.36402 -0.71958 2.38884
H: 2.07690 -3.58448 0.81646
H: 2.95122 -2.07847 0.81796
C: -4.48728 1.75230 -0.69635
C: -3.62252 0.59262 -1.11179
O: -2.48088 0.47158 -0.73427
C: -4.25362 -0.43297 -2.04119
H: -3.91838 2.40468 -0.03620
H: -4.80279 2.30672 -1.57742
H: -5.37329 1.39135 -0.17205
H: -4.55984 0.05639 -2.96768
H: -5.12861 -0.87845 -1.56484
H: -3.51817 -1.20506 -2.25579
C: -4.36809 8.61880 -0.77610
C: -3.95950 8.11298 -2.00927
C: -4.33657 6.82544 -2.39906
C: -5.13346 6.08301 -1.53232
C: -5.53558 6.56400 -0.31089
C: -5.14417 7.84829 0.06715
N: -5.55443 4.73715 -1.94713
O: -5.15837 4.32930 -3.02245
O: -6.25854 4.10277 -1.18715
H: -4.07452 9.61682 -0.48146
H: -3.35698 8.71453 -2.67455
H: -4.04109 6.42266 -3.35532
H: -6.14521 5.95626 0.34079
H: -5.45591 8.23923 1.02568
Cl: -2.01767 6.28036 -1.26695
Be: -5.01143 -2.52312 -3.58804
N: 7.78482 0.22153 -5.71034
O: 6.61650 0.57311 -5.79105
O: 8.22510 -0.62547 -6.47605
O: 8.51670 0.71298 -4.86196

3.
Computed, not measured: a molecular structure, C3H5NO2, with ωB97M-V/def2-TZVPD.

The HOMO-LUMO gap is 10.590 eV. Its highest occupied orbital energy is -9.83 eV. Its charge is 0.

Element x y z (Å)
N: 1.52513 -0.42528 0.14219
C: 0.22436 -0.11839 -0.36555
C: -1.03144 -0.69593 0.30234
O: -1.68952 0.59895 0.19424
C: -0.51023 1.20956 -0.14182
O: -0.26001 2.37508 -0.16205
H: 1.76260 0.14369 0.94532
H: 2.24635 -0.30703 -0.55848
H: 0.18650 -0.33970 -1.43807
H: -1.51931 -1.47298 -0.27571
H: -0.93444 -0.96797 1.35757

4.
Computed, not measured: a single C4H6O2 molecule, with ωB97M-V/def2-TZVPD.

The HOMO-LUMO gap is 10.512 eV. Its highest occupied orbital energy is -9.54 eV. Its charge is 0.

Element x y z (Å)
C: -1.17175 -0.56558 1.56560
C: -1.55209 -0.44131 0.30603
O: -0.59721 -0.25990 -0.67072
C: 0.41630 0.64195 -0.35699
C: 1.59266 0.25767 -1.18492
O: 0.32705 1.55674 0.41165
H: -0.11348 -0.66110 1.78968
H: -1.86687 -0.47716 2.38359
H: -2.57293 -0.47476 -0.06495
H: 1.19513 0.12397 -2.18998
H: 1.96611 -0.71168 -0.83771
H: 2.37710 1.01117 -1.15128

Table of E_tot (eV), in record order: -29186.016 -82247.792 -8776.511 -8339.329
Table of max |F| (eV/Å), in record order: 6.3 2.0 0.8 0.7